Entry 1:
{"formula": "C5H11O3P3", "method": "wB97M-V/def2-TZVPD", "de_lowest_kj_mol": 0.0, "homo_lumo_gap_ev": 9.8, "total_charge": 0, "symbols": ["C", "C", "C", "C", "C", "O", "O", "O", "P", "P", "P", "H", "H", "H", "H", "H", "H", "H", "H", "H", "H", "H"], "coordinates": [[-1.91749, 0.92246, 0.63044], [0.97091, -0.65761, -0.41094], [0.87412, 0.87314, -0.13644], [-2.28003, -0.19199, 0.05926], [1.93850, 1.67935, -0.70691], [-1.73709, 1.84969, 1.29550], [-0.38628, 1.05219, -0.77566], [3.05154, 1.46443, 0.19111], [1.78630, -1.30389, 1.30416], [-0.83860, -0.65030, -1.03271], [-3.75251, -1.18947, 0.68882], [1.76967, -0.72069, -1.27317], [0.71736, 0.87981, 0.91436], [1.49447, 2.67973, -0.69478], [2.21098, 1.22229, -1.61968], [3.13709, 2.00688, 0.96219], [1.35185, -2.65599, 1.27710], [0.43775, -0.76247, 1.71059], [-1.04549, -0.38069, -2.37142], [-1.18636, -2.00055, -1.24097], [-2.99711, -1.79021, 1.50311], [-3.59959, -2.32611, -0.27394]], "atomic_forces_ev_per_a": [[-0.04, 1.44, 0.87], [2.92, -0.02, -0.67], [-2.61, -3.28, -1.00], [0.13, -2.54, -1.52], [0.31, 0.87, 2.95], [-0.29, 0.32, 0.42], [0.37, 0.84, -0.61], [0.73, -0.49, -1.54], [-3.01, 0.74, -1.56], [-0.39, 0.90, 1.22], [-1.17, 1.54, -4.08], [-1.76, -0.62, 1.30], [0.27, 1.46, 1.15], [0.92, 0.34, -0.66], [0.43, 0.41, -1.32], [-0.58, 0.79, 0.33], [-0.09, 0.02, 0.00], [1.47, -1.06, 0.74], [0.06, 0.12, -0.57], [0.16, -0.57, 0.49], [2.35, -2.45, 3.36], [-0.19, 1.24, 0.70]]}


Entry 2:
{"formula": "C5H11O3Pt", "method": "wB97M-V/def2-TZVPD", "de_lowest_kj_mol": 0.0, "homo_lumo_gap_ev": [7.3, 8.9], "s_squared": 2.003, "spin_multiplicity": 3, "total_charge": 1, "symbols": ["H", "O", "C", "C", "O", "C", "C", "O", "C", "Pt", "H", "H", "H", "H", "H", "H", "H", "H", "H", "H"], "coordinates": [[-1.29275, 1.24757, 2.06108], [0.22851, 2.86754, 0.10041], [1.41247, 2.67696, -0.14542], [2.00138, 1.31244, -0.08979], [0.95829, 0.39864, 0.12418], [0.97566, -0.86287, -0.54293], [-0.24808, -1.60573, -0.06971], [-1.35687, -0.71327, -0.15615], [-2.61989, -1.33473, 0.06938], [-0.85154, 1.07442, 0.49831], [2.10372, 3.52356, -0.29112], [2.51324, 1.11235, -1.04565], [1.88723, -1.41876, -0.28853], [0.93108, -0.67582, -1.62514], [-0.13423, -1.93434, 0.97485], [-0.41897, -2.48253, -0.70952], [-3.39618, -0.61409, -0.20733], [-2.70685, -2.22858, -0.56180], [-2.72356, -1.61109, 1.12818], [2.73735, 1.26830, 0.77671]], "atomic_forces_ev_per_a": [[0.19, -0.01, -0.14], [1.41, 1.20, -0.69], [-0.43, 0.85, 0.88], [1.24, -0.07, 0.25], [2.95, -1.36, -0.05], [0.30, -0.46, -0.62], [0.19, -0.68, 0.32], [-0.83, -3.02, -1.58], [-0.81, -0.46, 0.18], [-3.61, 3.62, 2.37], [-0.23, -0.14, -0.17], [0.05, -0.03, 0.33], [-0.21, 0.13, -0.07], [0.06, -0.11, 0.17], [-0.03, 0.07, -0.22], [0.02, 0.21, 0.14], [0.26, -0.16, 0.09], [0.04, 0.23, 0.12], [0.07, 0.11, -0.26], [-0.65, 0.08, -1.05]]}


Entry 3:
{"formula": "C5H11O3Sr", "method": "wB97M-V/def2-TZVPD", "de_lowest_kj_mol": 0.0, "homo_lumo_gap_ev": [5.2, 5.6], "s_squared": 0.751, "spin_multiplicity": 2, "total_charge": 0, "symbols": ["C", "O", "C", "C", "O", "C", "H", "H", "H", "H", "H", "H", "H", "H", "H", "Sr", "O", "C", "H", "H"], "coordinates": [[2.23250, -0.95387, 0.97537], [1.13747, -0.36168, 0.23946], [0.56505, -1.10562, -0.81707], [-0.08524, -2.38675, -0.33665], [-1.00586, -2.03837, 0.68890], [-2.31028, -2.58086, 0.56812], [2.68160, -0.14482, 1.57056], [2.17980, -2.02124, 1.26064], [1.33139, -1.34634, -1.56720], [-0.20222, -0.43436, -1.22712], [0.62592, -3.09941, 0.10443], [-0.55403, -2.89030, -1.19349], [-2.77339, -2.22025, -0.36025], [-2.22881, -3.67615, 0.60644], [-2.91517, -2.26754, 1.42525], [-0.35920, -0.47238, 2.33057], [3.89935, -0.11065, -1.06798], [3.61158, -1.11004, -0.28014], [4.42575, -1.44439, 0.41210], [3.31745, -2.05705, -0.79907]], "atomic_forces_ev_per_a": [[2.06, 0.51, -2.40], [-0.90, -0.18, 1.27], [0.55, -0.14, -0.30], [0.67, -0.30, -0.47], [-0.66, 0.01, 0.13], [-0.21, -0.56, -0.10], [-0.46, -0.72, 0.25], [-0.46, 0.75, 0.39], [-0.18, 0.21, 0.06], [0.22, -0.27, -0.14], [-0.01, 0.23, -0.25], [-0.22, 0.17, 0.31], [0.02, -0.27, 0.20], [-0.26, 0.21, -0.25], [0.18, 0.12, -0.13], [0.70, 0.64, 0.22], [-1.24, -0.82, 1.34], [0.92, 0.22, -0.48], [-0.26, 0.22, 0.28], [-0.47, -0.02, 0.07]]}